Density functional theory data (wB97M-V/def2-TZVPD) for 2 unconnected molecules or ions with the total composition C2H6FP at a distorted geometry.

For the energy above the lowest of the compared OMol25 structures with the same formula, charge and spin, the calculation gives 182.85 kJ/mol. As for the calculated total energy: -520.95208 Eh. For the LUMO energy, the calculation gives 0.4 eV. The orbital gap is 0.3246 hartree. Its multiplicity is 1.

Positions of all 10 atoms, in Å:
H (-1.382, 0.540, -0.377)
H (-0.197, -2.060, 0.271)
H (-1.449, 1.442, 1.196)
F (2.027, 0.677, -0.146)
H (1.343, -2.042, -0.552)
H (0.040, -1.021, -1.005)
C (-1.080, 1.394, 0.250)
C (0.547, -1.399, -0.220)
P (0.975, 0.065, 0.900)
H (-0.823, 2.403, -0.316)

Löwdin population analysis, charges in e, atoms 1 to 5:
1 H -0.0325
2 H 0.0420
3 H -0.0857
4 F -0.4062
5 H 0.0268

***

Density functional theory data (wB97M-V/def2-TZVPD) for a molecular structure, C6H12O.

For the energy above the lowest of the compared OMol25 structures with the same formula, charge and spin, the calculation gives 531.86 kJ/mol. As for the calculated total energy: -310.85670 Eh. For the LUMO energy, the calculation gives -0.3 eV. The orbital gap is 0.3076 hartree. Its multiplicity is 1.

Positions of all 19 atoms, in Å:
C (-1.338, -1.404, 1.426)
H (0.822, 0.150, -1.911)
H (-1.874, -2.311, 1.733)
H (1.767, -1.042, -0.987)
C (-0.137, 2.004, -0.008)
O (1.228, 2.281, -0.403)
C (-1.385, -1.315, -0.097)
C (1.545, 0.910, -0.011)
C (0.295, 0.843, 0.827)
H (-2.418, -1.247, -0.455)
H (-0.766, 1.693, -0.862)
H (2.578, 0.329, -1.778)
H (2.454, 0.818, 0.604)
H (-0.311, -1.434, 1.803)
H (-0.928, -2.199, -0.543)
H (-0.848, -0.447, -0.501)
H (-0.666, 2.806, 0.518)
C (1.678, 0.018, -1.240)
H (-1.787, -0.521, 1.888)

Löwdin population analysis, charges in e, atoms 1 to 5:
1 C -0.1979
2 H 0.0822
3 H 0.0636
4 H 0.0876
5 C -0.2169